{"formula": "C46H50F5NO11PS2", "method": "wB97M-V/def2-TZVPD", "symbols": ["C", "C", "P", "C", "C", "N", "C", "C", "C", "C", "C", "C", "O", "C", "C", "C", "O", "O", "C", "S", "C", "O", "O", "C", "S", "O", "O", "C", "F", "F", "C", "F", "F", "F", "H", "H", "H", "H", "H", "H", "H", "H", "H", "H", "H", "H", "H", "H", "H", "H", "H", "H", "H", "H", "H", "H", "H", "H", "H", "H", "H", "H", "H", "H", "H", "H", "H", "H", "C", "C", "C", "C", "C", "C", "C", "O", "C", "C", "C", "C", "C", "C", "C", "O", "H", "H", "H", "H", "H", "H", "H", "H", "C", "C", "C", "C", "C", "C", "C", "O", "C", "C", "C", "C", "C", "C", "C", "O", "H", "H", "H", "H", "H", "H", "H", "H"], "positions_angstrom": [[-1.158, 0.958, 3.332], [-1.501, -0.458, 2.869], [-2.655, -0.399, 1.444], [-4.249, -1.213, 1.801], [-4.870, -0.308, 2.891], [-1.604, -1.138, 0.082], [-1.915, -2.460, -0.725], [-3.216, -3.198, -0.471], [-4.448, -2.902, -1.339], [-4.690, -1.429, -1.703], [-6.137, -0.955, -1.514], [-6.194, 0.548, -1.317], [-7.535, 0.926, -1.157], [-7.736, 2.308, -0.918], [-1.464, -2.165, -2.151], [-1.135, -3.497, -2.871], [-2.168, -3.851, -3.766], [-1.742, -3.411, -5.068], [-0.298, -1.196, -1.861], [0.743, -0.828, -3.308], [1.831, 0.493, -2.837], [1.561, -2.012, -3.366], [-0.105, -0.462, -4.400], [-0.986, -0.169, -0.934], [-2.170, 1.051, -1.709], [-2.731, 0.490, -2.892], [-2.956, 1.653, -0.684], [-1.063, 2.442, -2.246], [-0.126, 2.626, -1.303], [-0.483, 2.145, -3.393], [-1.889, 3.767, -2.404], [-1.249, 4.537, -3.277], [-3.110, 3.527, -2.849], [-1.952, 4.388, -1.241], [-0.530, 1.469, 2.599], [-2.051, 1.567, 3.477], [-0.619, 0.904, 4.279], [-0.582, -0.959, 2.536], [-1.897, -1.075, 3.680], [-4.884, -1.244, 0.922], [-4.178, -2.238, 2.175], [-5.662, 0.308, 2.469], [-4.148, 0.368, 3.359], [-5.277, -0.928, 3.689], [-0.780, -1.414, 0.622], [-1.138, -3.138, -0.353], [-2.950, -4.248, -0.639], [-3.451, -3.159, 0.591], [-4.358, -3.484, -2.258], [-5.315, -3.303, -0.806], [-4.427, -1.280, -2.752], [-4.044, -0.760, -1.121], [-6.590, -1.443, -0.643], [-6.740, -1.226, -2.384], [-5.605, 0.825, -0.425], [-5.739, 1.062, -2.178], [-8.081, 2.461, 0.108], [-8.490, 2.681, -1.612], [-6.816, 2.883, -1.067], [-2.219, -1.669, -2.761], [-0.202, -3.421, -3.424], [-1.068, -4.328, -2.162], [-2.469, -2.822, -5.322], [0.420, -1.745, -1.236], [1.668, 1.355, -3.474], [1.696, 0.753, -1.787], [2.833, 0.084, -2.966], [-0.287, 0.462, -0.382], [0.668, -6.362, 3.267], [1.365, -7.252, 4.077], [2.097, -6.782, 5.154], [2.142, -5.420, 5.423], [1.455, -4.524, 4.603], [0.713, -5.004, 3.530], [1.511, -3.057, 4.851], [0.902, -2.274, 4.142], [2.337, -2.576, 5.990], [2.444, -1.208, 6.218], [3.199, -0.740, 7.280], [3.848, -1.635, 8.123], [3.748, -2.998, 7.900], [2.999, -3.473, 6.832], [2.927, -4.945, 6.601], [3.483, -5.726, 7.338], [0.091, -6.734, 2.430], [1.335, -8.312, 3.867], [2.641, -7.459, 5.799], [0.177, -4.299, 2.909], [1.933, -0.524, 5.556], [3.285, 0.325, 7.454], [4.434, -1.267, 8.955], [4.248, -3.709, 8.544], [8.829, 5.760, -1.932], [8.819, 4.370, -1.960], [7.703, 3.692, -2.420], [6.589, 4.402, -2.850], [6.594, 5.799, -2.810], [7.720, 6.474, -2.354], [5.403, 6.593, -3.231], [5.404, 7.803, -3.199], [4.199, 5.837, -3.692], [3.055, 6.541, -4.050], [1.930, 5.860, -4.486], [1.952, 4.472, -4.583], [3.090, 3.770, -4.230], [4.213, 4.446, -3.770], [5.407, 3.653, -3.355], [5.398, 2.440, -3.419], [9.705, 6.288, -1.578], [9.686, 3.817, -1.624], [7.682, 2.611, -2.456], [7.710, 7.555, -2.336], [3.062, 7.620, -3.978], [1.037, 6.409, -4.756], [1.079, 3.937, -4.934], [3.136, 2.693, -4.306]], "forces_ev_per_a": [[-0.0553, -0.0380, 0.0661], [0.1483, -0.8536, -0.1355], [-0.7072, 2.5958, -0.2754], [0.2471, -1.1116, 0.5534], [0.0700, 0.0428, -0.0108], [-0.0934, -0.7644, -0.4789], [0.4206, -0.2889, 0.1195], [-0.1769, -0.1694, -0.1814], [0.0288, 0.1162, -0.0365], [-0.3299, -0.1188, -0.1160], [0.1332, -0.0452, 0.0874], [0.0536, -0.0030, 0.0901], [-0.0877, -0.0713, -0.0886], [0.0567, 0.0824, 0.0026], [0.1688, -0.3232, -0.1702], [0.0020, 0.2101, -0.1378], [0.0340, -0.0997, -0.1114], [-0.1874, 0.0488, 0.1251], [-0.4250, -0.0278, 0.0920], [0.0014, -0.3024, 0.0166], [0.2109, -0.0829, 0.0950], [-0.0831, 0.0517, -0.1221], [0.0171, 0.1459, 0.0335], [0.3622, -0.0625, 0.2172], [-0.1369, -0.0173, -0.1916], [0.1534, 0.0955, -0.0866], [-0.0920, -0.0738, 0.0391], [-0.2671, 0.1012, 0.1910], [0.2813, 0.0176, 0.1821], [0.0870, -0.0997, -0.4047], [0.2612, 0.0168, 0.0677], [-0.0053, 0.0687, -0.0110], [-0.1194, -0.1067, -0.1523], [-0.0806, 0.0833, 0.1326], [-0.0366, 0.0059, 0.0422], [0.0248, -0.0329, 0.0208], [0.0326, 0.0399, -0.0780], [-0.0241, -0.0855, 0.3046], [0.0349, 0.0299, -0.0262], [0.1197, 0.1391, -0.1873], [0.0338, 0.1038, 0.0474], [0.0492, 0.0019, 0.0442], [-0.0145, -0.0140, -0.0311], [-0.0612, 0.0509, -0.0623], [-0.0588, 0.0622, -0.0056], [-0.0510, 0.1478, 0.2254], [-0.0382, 0.0388, 0.0208], [0.0776, 0.0762, -0.0383], [-0.0379, 0.0169, 0.0552], [0.0385, 0.0013, -0.0529], [0.1343, 0.1462, 0.1688], [-0.0251, -0.1370, 0.0384], [-0.0203, 0.0590, -0.0463], [-0.0307, -0.0408, 0.0932], [-0.0118, 0.0073, -0.0903], [-0.0160, 0.0020, 0.0544], [0.0140, 0.0247, -0.0507], [-0.0026, -0.0151, 0.0703], [-0.0396, -0.0481, -0.0096], [0.0513, 0.0653, 0.1757], [0.0179, -0.1307, 0.0731], [0.0634, 0.0581, 0.0052], [0.0633, -0.0077, -0.0044], [0.0707, 0.2270, 0.0301], [-0.0296, -0.0204, 0.0314], [-0.0399, 0.0283, -0.0463], [-0.0220, 0.1194, -0.0435], [-0.0603, 0.0279, -0.0102], [-0.0039, 0.0247, -0.0022], [0.0069, 0.0019, 0.0115], [-0.0287, -0.0402, -0.0314], [0.0068, 0.0133, 0.0124], [0.0176, 0.0357, 0.0033], [-0.0097, -0.0621, -0.0238], [0.0325, 0.0072, 0.0612], [-0.0705, 0.0242, -0.1372], [-0.0167, -0.0240, -0.0207], [0.0148, 0.0366, 0.0355], [-0.0086, -0.0051, -0.0118], [-0.0030, -0.0108, -0.0021], [0.0216, 0.0441, 0.0255], [-0.0037, -0.0283, -0.0179], [-0.0102, 0.0210, 0.0013], [0.0071, -0.0034, -0.0073], [0.0028, -0.0086, -0.0002], [-0.0066, 0.0008, 0.0005], [0.0041, 0.0223, 0.0211], [0.0072, 0.0255, 0.0128], [-0.0126, -0.0186, -0.0103], [-0.0021, -0.0006, 0.0046], [0.0008, 0.0026, -0.0018], [-0.0054, -0.0221, -0.0194], [-0.0099, 0.0058, -0.0034], [-0.0100, -0.0086, -0.0023], [0.0576, 0.0080, 0.0064], [-0.0174, -0.0100, -0.0255], [-0.0334, -0.0004, 0.0039], [0.0516, -0.0066, 0.0220], [-0.0076, -0.0177, -0.0188], [0.0031, 0.0048, 0.0156], [0.0221, 0.0153, 0.0260], [-0.0629, -0.0090, -0.0082], [0.0400, 0.0011, 0.0272], [-0.0419, -0.0375, 0.0057], [-0.0966, -0.0042, -0.0047], [0.0477, -0.0086, 0.0061], [-0.0141, 0.0355, 0.0040], [-0.0217, -0.0231, 0.0602], [0.0011, -0.0022, 0.0012], [0.0050, 0.0029, -0.0074], [-0.0214, 0.0005, -0.0207], [-0.0295, 0.0003, -0.0039], [0.0334, 0.0007, -0.0020], [0.0056, 0.0000, -0.0190], [-0.0029, 0.0403, -0.0426], [0.0655, 0.0118, -0.0421]], "total_energy_ev": -117060.9963, "orbital_gap_ev": 8.30, "spin_multiplicity": 1, "e_homo_ev": -11.38, "charge": 1, "lumo_energy_ev": -3.076, "largest_force_ha_per_bohr": 0.053}